(1)
Formula: C17H25Cl12F3O5S
Source: the OMol25 dataset
Level of theory: ωB97M-V/def2-TZVPD

Last column: Mulliken charge in e.
Atoms and positions in Å:
O: 1.39563 -1.70470 3.33643  -0.439
C: 0.80194 -1.69675 2.34727  -0.372
C: 1.25356 -1.72056 0.87734  0.603
C: 0.17187 -1.47363 0.13659  0.220
S: 0.36580 -1.37499 -1.64658  1.223
O: 1.24514 -2.44670 -2.02614  -0.565
O: -0.86439 -1.38861 -2.38132  -0.626
C: 1.32641 0.19769 -2.01905  0.756
F: 2.61402 -0.07319 -1.86380  -0.151
F: 1.05655 0.66249 -3.20428  -0.203
F: 1.00594 1.10961 -1.08169  -0.270
C: -1.06748 -1.31098 1.02985  0.082
O: -2.16690 -1.04855 0.79548  -0.411
O: -0.58105 -1.60277 2.28285  -0.304
H: 2.23832 -1.89079 0.43035  0.420
Cl: -1.39181 4.73608 -5.11248  -0.192
C: -1.59595 2.97158 -4.97028  -0.461
C: -2.10105 2.56352 -3.60748  -0.416
Cl: -0.88376 2.82450 -2.33321  -0.181
H: -0.64087 2.50209 -5.19924  0.251
H: -2.31503 2.67385 -5.73313  0.349
H: -2.33771 1.49898 -3.60475  0.251
H: -2.99955 3.11308 -3.33217  0.402
Cl: -1.09609 -6.35387 5.69097  -0.188
C: -1.72525 -4.77444 5.15883  -0.448
C: -1.97044 -4.73113 3.66998  -0.397
Cl: -0.45296 -4.77593 2.73791  -0.168
H: -1.01820 -4.00721 5.46933  0.307
H: -2.66255 -4.61161 5.69046  0.310
H: -2.47630 -3.80202 3.40589  0.190
H: -2.59149 -5.56231 3.34129  0.404
Cl: -5.30879 3.50668 1.65701  -0.194
C: -5.85569 2.09928 0.70964  -0.459
C: -4.81743 1.00464 0.66901  -0.569
Cl: -3.38943 1.47332 -0.28277  -0.051
H: -6.11226 2.44555 -0.28973  0.281
H: -6.76383 1.73054 1.18612  0.370
H: -5.23613 0.11594 0.19704  0.304
H: -4.48134 0.73275 1.66808  0.336
Cl: -2.17274 8.75769 2.18523  -0.192
C: -3.56789 7.69663 1.86065  -0.406
C: -3.19044 6.49378 1.03037  -0.114
Cl: -2.76177 6.93752 -0.64144  -0.190
H: -4.33809 8.29198 1.37382  0.325
H: -3.94844 7.37037 2.82851  0.296
H: -4.03492 5.80796 0.96805  -0.066
H: -2.34773 5.95735 1.46282  0.339
Cl: 4.49840 -2.99785 -1.31733  0.001
C: 5.01213 -4.39254 -2.29605  -0.653
C: 3.83655 -5.14702 -2.87050  -0.399
Cl: 2.90232 -5.99304 -1.61095  -0.191
H: 5.63258 -5.03331 -1.67178  0.325
H: 5.63050 -4.00103 -3.10394  0.305
H: 4.19040 -5.90743 -3.56676  0.365
H: 3.15853 -4.48326 -3.40436  0.259
Cl: 4.54010 -0.50174 0.48810  -0.036
C: 6.11016 -0.01093 1.18361  -0.621
C: 7.22825 -0.03595 0.16858  -0.458
Cl: 7.64951 -1.69067 -0.33615  -0.169
H: 6.32219 -0.66468 2.02745  0.320
H: 5.98019 1.00306 1.56106  0.318
H: 8.12760 0.39846 0.60448  0.348
H: 6.97116 0.53321 -0.72304  0.299

**Spin multiplicity**: 1
**F_max**: 3.81 eV/Å
**M**: 823.88 g mol⁻¹
**Orbital gap**: 8.774 eV
**SMILES string**: O=C1C=C(S(=O)(=O)C(F)(F)F)C(=O)O1.ClCCCl.ClCCCl.ClCCCl.ClCCCl.ClCCCl.ClCCCl
**E_LUMO**: -1.64 eV
**DFT total energy**: -197528.228 eV


(2)
Formula: C17H25ClN2O3
Source: the OMol25 dataset
Level of theory: ωB97M-V/def2-TZVPD

Last column: Mulliken charge in e.
Atoms and positions in Å:
C: -0.69144 -2.89329 -0.96939  -1.130
C: -0.31395 -2.39331 0.36248  -0.407
C: 1.06732 -2.31956 0.68303  -1.694
C: 1.55163 -1.12793 0.29937  1.934
O: 1.50589 -1.01957 -1.25335  -0.742
C: 3.07002 -0.85323 0.51610  -1.258
C: 3.75180 0.37814 -0.02071  -0.484
C: 5.32638 0.30011 0.41365  -1.605
C: 0.78657 0.12630 0.74861  -0.639
O: 0.81260 0.52550 1.78350  -0.489
N: 0.20740 0.96169 -0.18961  0.318
N: -0.74791 1.89218 -0.11646  -0.245
C: -0.45217 3.28680 0.34064  0.429
O: -1.12787 4.19647 0.45608  -0.423
C: 1.10105 3.50255 0.29226  -0.415
Cl: 1.80381 2.96249 -1.52260  -0.241
C: -2.00636 1.60739 0.07953  0.177
C: -2.94087 1.89173 1.23359  -0.181
C: -4.11825 1.40313 1.30443  -0.731
C: -4.61054 0.59059 0.30861  -0.257
C: -3.83624 -0.04022 -0.77839  0.221
C: -4.35040 -1.12829 -1.58968  -1.098
C: -2.48331 0.51670 -0.74734  0.274
H: -0.25698 -2.13469 -1.74979  0.132
H: -1.72475 -3.16363 -1.15842  0.424
H: -0.08977 -3.96679 -1.25159  0.245
H: -0.95910 -3.20523 0.97793  0.274
H: -0.86489 -1.63330 0.60991  0.673
H: 1.15407 -2.41347 1.64027  0.566
H: 1.52440 -3.23602 0.39703  0.619
H: 2.09542 -1.84909 -1.57697  0.460
H: 3.56880 -1.80882 0.47782  0.519
H: 3.10694 -0.98184 1.77971  0.374
H: 3.70327 0.47058 -0.97324  0.734
H: 3.33405 1.23743 0.35492  0.104
H: 5.71509 1.43215 0.04307  0.285
H: 5.67305 -0.43446 -0.09759  0.497
H: 5.44711 0.15114 1.38887  0.474
H: 0.30472 0.76511 -1.03453  0.457
H: 1.69965 2.97944 0.57322  -0.115
H: 1.42737 4.52457 0.33927  0.424
H: -2.41349 2.59622 1.96662  0.233
H: -4.90920 1.94334 2.11252  0.152
H: -5.64770 0.14884 0.47383  0.249
H: -5.20836 -0.53393 -2.01377  0.425
H: -3.56950 -1.26266 -2.55195  0.256
H: -4.52034 -1.96681 -0.78710  0.240
H: -1.89499 -0.02443 -1.57436  -0.015

**Spin multiplicity**: 1
**F_max**: 17.70 eV/Å
**M**: 340.85 g mol⁻¹
**Orbital gap**: 8.099 eV
**SMILES string**: CCCC(O)(CCC)C(=O)NN(C(=O)CCl)c1cccc(C)c1
**E_LUMO**: -0.04 eV
**Relative energy (zero: lowest compared OMol25 entry of this formula, charge and spin)**: 316.5 kcal per mole
**DFT total energy**: -39666.770 eV


(3)
Formula: C17H25F5NO2P2STb
Source: the OMol25 dataset
Level of theory: ωB97M-V/def2-TZVPD

Last column: Löwdin spin population.
Atoms and positions in Å:
C: -0.91589 0.66702 -4.19935  0.000
C: -0.91356 0.08872 -2.92470  0.000
N: -0.05683 0.57028 -1.97103  -0.005
C: 0.71494 1.64992 -2.25049  -0.001
C: 0.69887 2.27948 -3.49353  0.000
C: -0.10554 1.75712 -4.49084  0.000
C: -1.86252 -0.96038 -2.59514  -0.001
P: -2.47821 -1.05400 -0.92908  -0.019
Tb: -0.02656 -0.55345 0.22845  6.135
P: 2.17277 1.15845 0.20062  -0.002
C: 1.61735 2.27921 -1.17253  -0.002
O: -0.82122 -3.23936 -3.15930  0.000
O: -0.33315 -3.71581 -0.84207  0.000
H: -1.57884 0.24118 -4.95045  0.000
H: 1.34014 3.14198 -3.64126  0.000
H: -0.09988 2.20241 -5.48347  0.000
C: -3.93152 0.04815 -0.91208  -0.007
C: -3.24011 -2.70039 -0.75661  -0.003
H: 2.52125 2.68470 -1.64236  0.000
H: 1.07777 3.10920 -0.70338  -0.001
H: -1.22130 -2.33448 -2.98042  0.000
H: -2.70917 -0.97612 -3.27498  0.000
C: 2.51958 2.38332 1.49753  -0.002
C: 3.83397 0.72810 -0.38282  0.000
H: 0.86020 -2.23721 -0.23468  0.006
H: 0.30141 -4.33317 -0.47448  0.000
H: -0.17778 -3.51126 -1.80146  0.000
H: -0.16325 -3.09309 -3.87744  0.000
H: -0.61639 1.12420 0.80796  -0.078
H: 1.54479 -2.06384 -0.02259  0.006
H: -4.72383 -0.41166 -1.52172  -0.001
H: -4.28790 0.18386 0.12003  0.000
H: -3.65481 1.02715 -1.32800  0.000
H: -4.05385 -2.77659 -1.48785  -0.001
H: -2.47701 -3.47260 -0.91022  0.000
H: -3.64197 -2.79870 0.25958  0.000
H: 4.47886 1.61472 -0.41777  0.000
H: 4.25875 -0.00976 0.30669  0.000
H: 3.76725 0.28334 -1.38226  0.000
H: 3.42379 2.96486 1.26413  0.000
H: 1.66401 3.06236 1.61794  -0.001
H: 2.67247 1.85042 2.44655  0.000
F: 1.31279 1.98254 6.76157  0.000
C: 0.86027 1.15651 5.80719  -0.001
C: -0.14717 1.55026 4.94235  0.000
F: -0.66782 2.79174 5.04608  0.000
C: -0.63414 0.68753 3.97192  -0.003
F: -1.71927 1.09216 3.25377  -0.005
C: -0.06762 -0.60018 3.76617  -0.001
S: -0.63305 -1.71246 2.57829  -0.012
C: 0.96118 -0.97418 4.64836  -0.001
F: 1.53914 -2.18278 4.49888  0.000
C: 1.42465 -0.13006 5.67154  0.000
F: 2.39396 -0.51931 6.51875  0.000

**Spin multiplicity**: 7
**F_max**: 2.80 eV/Å
**M**: 623.32 g mol⁻¹
**Orbital gap (spin up / spin down)**: 7.141 / 7.393 eV
**E_LUMO (spin up / spin down)**: -0.24 / 0.01 eV
**Relative energy (zero: lowest compared OMol25 entry of this formula, charge and spin)**: 0.0 kcal per mole
**DFT total energy**: -89049.707 eV